Entry 1:
{
  "formula": "C10H16O",
  "method": "ωB97M-V/def2-TZVPD",
  "orbital_gap_ev": [10.08, 6.57],
  "lumo_ev": [-3.8476, -7.5839],
  "largest_force_ev_per_a": 1.7,
  "s_squared": 0.765,
  "charge": 1,
  "multiplicity": 2,
  "total_energy_ev": -12668.1149,
  "species": ["C", "C", "H", "H", "H", "H", "H", "H", "C", "C", "C", "C", "C", "C", "C", "C", "O", "H", "H", "H", "H", "H", "H", "H", "H", "H", "H"],
  "coordinates": [[2.805, 1.137, 1.725], [3.310, 1.412, 3.140], [2.548, 2.084, 1.253], [3.510, 0.677, 1.025], [1.867, 0.581, 1.711], [3.215, 2.474, 3.367], [2.750, 0.877, 3.909], [4.342, 1.107, 3.300], [0.235, -1.050, 0.056], [-0.391, -1.508, 1.383], [-0.736, -0.520, -0.917], [-0.761, -1.051, -2.252], [-1.721, 0.417, -0.516], [-1.807, -0.791, -3.089], [-2.617, 0.855, -1.448], [-2.777, 0.154, -2.672], [-3.806, 0.490, -3.428], [1.155, -0.459, 0.155], [0.829, -1.919, -0.284], [-0.695, -2.550, 1.263], [0.094, -1.627, -2.589], [-1.771, 0.788, 0.493], [-1.855, -1.480, -3.922], [-3.273, 1.680, -1.196], [-3.585, 0.605, -4.364], [-1.213, -0.882, 1.722], [0.347, -1.502, 2.176]]
}



Entry 2:
{
  "formula": "H27O13",
  "method": "ωB97M-V/def2-TZVPD",
  "orbital_gap_ev": 10.86,
  "lumo_ev": -3.0656,
  "largest_force_ev_per_a": 2.6,
  "charge": 1,
  "total_energy_ev": -27049.6082,
  "species": ["O", "H", "H", "O", "H", "H", "O", "H", "O", "H", "H", "O", "H", "H", "O", "H", "H", "O", "H", "H", "O", "H", "H", "O", "H", "H", "O", "H", "H", "O", "H", "H", "O", "H", "H", "O", "H", "H", "H", "H"],
  "coordinates": [[1.048, 3.084, -1.072], [-1.908, -0.236, 1.372], [-1.239, -0.421, -0.695], [3.183, -1.355, -2.086], [2.892, -1.017, -2.934], [1.748, -0.193, 0.917], [1.268, 2.536, 1.502], [-2.663, 2.387, 0.952], [1.166, -0.524, 1.819], [-0.483, 3.256, 1.591], [0.656, -1.419, 1.557], [-1.340, 3.625, 1.366], [1.942, 3.440, -1.022], [-0.136, 0.538, -0.410], [-0.140, -2.756, 1.627], [-0.636, -2.144, 1.058], [0.394, -3.236, 0.981], [-0.428, -1.369, -3.330], [-1.381, -1.394, -3.192], [-0.275, -1.963, -4.073], [-2.774, 1.533, 0.477], [-3.231, 1.888, -0.301], [-1.297, 4.376, 0.773], [-3.064, -1.722, -0.635], [-3.794, -2.250, -0.972], [-3.170, -1.642, 0.321], [2.561, 0.382, 0.005], [3.098, -0.345, -0.414], [3.092, 0.357, 0.833], [-1.736, -0.823, 2.139], [-2.054, -0.285, 2.871], [0.790, 2.928, -0.145], [1.084, -2.825, -1.465], [1.131, 2.655, 2.460], [0.663, -3.677, -1.324], [-0.556, -0.250, -0.025], [0.501, 0.176, 1.779], [2.588, -2.117, -1.879], [0.405, -2.233, -1.845], [2.096, 3.032, 1.419]]
}



How do the records compare in energy above the lowest of the compared OMol25 structures with the same formula, charge and spin? In the order shown, they have 102.7 141.4 kJ/mol.